The following is a DFT calculation (the ωB97M-V functional and the def2-TZVPD basis) of 2 unconnected molecules or ions with the total composition C3H3BrFNO7P2 in a non-equilibrium geometry.

Structure (ORCA input):
```
! wB97M-V def2-TZVPD RIJCOSX def2/J DEFGRID3
* xyz -2 1
O -3.669 2.828 -0.360
C -2.336 2.935 -0.092
F -1.861 4.306 0.184
N -1.555 1.658 -0.130
C -0.081 1.788 0.078
O 0.607 2.747 0.690
P 0.998 0.300 -0.572
Br 2.802 1.028 -1.741
P 1.620 -0.669 1.332
O 1.888 -2.374 1.107
O 3.100 0.107 1.876
H -1.988 0.873 0.410
H 1.157 -2.768 0.546
H 3.131 0.060 2.878
C -0.966 -3.229 -1.595
O -1.255 -3.821 -2.623
O -1.304 -2.072 -1.319
O -0.290 -3.696 -0.670
*
```

Output
Lowest unoccupied orbital energy   4.1980 eV
E_HOMO   1.080 eV
HOMO-LUMO gap   3.118 eV

These are the Mulliken partial charges, in e, on atoms 1 to 2:
1 O -0.543
2 C 0.472



The following is a DFT calculation (the ωB97M-V functional and the def2-TZVPD basis) of a molecular structure, C7H17NO in a non-equilibrium geometry.

Structure (ORCA input):
```
! wB97M-V def2-TZVPD RIJCOSX def2/J DEFGRID3
* xyz 0 1
C 1.789 -2.110 0.461
C 2.250 -3.005 1.556
C -1.426 1.720 -0.443
C -0.770 2.083 -1.872
C -2.757 1.306 -0.575
C -1.353 3.002 0.589
C -0.737 0.530 0.360
H 1.324 -2.078 -1.514
H 1.617 -3.711 -0.843
H 3.022 -2.355 2.046
H 2.690 -3.976 1.304
H 1.463 -3.217 2.334
H -0.446 1.202 -2.365
H -1.630 2.581 -2.445
H 0.326 2.722 -1.564
H -3.368 1.061 0.322
H -3.436 2.026 -1.071
H -2.770 0.403 -1.127
H -1.360 2.244 1.711
H -2.106 3.939 0.735
H -0.240 3.424 0.432
H 0.476 0.393 0.042
H -0.844 0.842 1.535
H -1.176 -0.541 0.058
N 1.680 -2.653 -0.779
O 1.590 -0.944 0.677
*
```

Output
Lowest unoccupied orbital energy   0.6637 eV
E_HOMO   -9.554 eV
HOMO-LUMO gap   10.218 eV

These are the Mulliken partial charges, in e, on atoms 1 to 2:
1 C 0.635
2 C -0.978



The following is a DFT calculation (the ωB97M-V functional and the def2-TZVPD basis) of a molecular structure, C41H35GeO3PRu in a non-equilibrium geometry.

Structure (ORCA input):
```
! wB97M-V def2-TZVPD RIJCOSX def2/J DEFGRID3
* xyz 0 1
Ru -0.959 0.444 -0.032
O -2.350 4.257 -0.423
C -2.081 3.080 -0.549
O -1.568 2.327 0.362
C -2.485 2.424 -1.883
P -2.155 0.554 -2.054
C -1.183 -0.806 -2.862
C -1.742 -2.054 -2.641
C -1.195 -3.161 -3.264
C -0.086 -3.033 -4.092
C 0.484 -1.786 -4.290
C -0.068 -0.668 -3.678
C -3.496 0.353 -3.303
C -4.651 -0.392 -3.104
C -5.613 -0.475 -4.101
C -5.426 0.186 -5.305
C -4.272 0.928 -5.510
C -3.313 1.014 -4.514
H -2.108 2.989 -2.735
H -3.574 2.419 -1.935
H -2.592 -2.166 -1.980
H -1.640 -4.133 -3.100
H 0.331 -3.906 -4.576
H 1.352 -1.679 -4.928
H 0.376 0.306 -3.837
H -4.808 -0.906 -2.165
H -6.509 -1.057 -3.934
H -6.179 0.128 -6.079
H -4.118 1.446 -6.447
H -2.415 1.596 -4.690
C 0.503 -3.707 0.021
C -0.071 -2.435 0.586
O -0.369 -1.546 -0.220
C -0.316 -2.308 2.021
C -0.807 -1.101 2.580
C -1.193 -1.122 3.933
C -1.034 -2.242 4.715
C -0.473 -3.400 4.179
C -0.127 -3.427 2.846
H 0.619 -3.586 -1.053
H -0.157 -4.552 0.223
H 1.473 -3.915 0.475
H -1.343 0.970 2.429
H -1.599 -0.215 4.364
H -1.330 -2.216 5.756
H -0.320 -4.273 4.799
H 0.297 -4.329 2.429
C -0.871 0.165 1.862
Ge 1.181 0.857 1.467
C 1.670 1.621 3.210
C 3.029 1.778 3.476
C 3.463 2.338 4.667
C 2.540 2.757 5.615
C 1.185 2.620 5.359
C 0.756 2.055 4.165
C 2.399 -0.669 1.208
C 2.851 -1.363 2.330
C 3.714 -2.443 2.213
C 4.153 -2.848 0.962
C 3.700 -2.182 -0.169
C 2.823 -1.115 -0.044
C 1.512 2.373 0.234
C 2.101 2.253 -1.025
C 2.256 3.362 -1.850
C 1.803 4.605 -1.437
C 1.212 4.737 -0.189
C 1.080 3.636 0.641
H 3.765 1.460 2.746
H 4.523 2.451 4.855
H 2.877 3.193 6.547
H 0.458 2.956 6.088
H -0.307 1.967 3.985
H 2.526 -1.056 3.319
H 4.048 -2.963 3.102
H 4.837 -3.682 0.867
H 4.024 -2.499 -1.153
H 2.442 -0.654 -0.946
H 2.456 1.296 -1.381
H 2.732 3.249 -2.817
H 1.907 5.466 -2.084
H 0.835 5.698 0.135
H 0.608 3.762 1.607
*
```

Output
Lowest unoccupied orbital energy (alpha / beta)   -0.7939 / -0.4344 eV
E_HOMO (alpha / beta)   -7.458 / -7.030 eV
HOMO-LUMO gap (alpha / beta)   6.664 / 6.596 eV

These are the Mulliken partial charges, in e, on atoms 1 to 2:
1 Ru -1.594
2 O -0.687



no.,E (eV)
1,-110315.9683
2,-11068.6370
3,-117612.0389